Computed, not measured: one molecule with the formula C5H8O at a distorted geometry, with ωB97M-V with the def2-TZVPD basis set.

Values from the calculation:
**LUMO level**: 1.023 eV
**HOMO level**: -9.5 eV
**SMILES**: O[C@H]1C[C@H]2C[C@H]21
**Kohn-Sham gap**: 0.3872 hartree
**DFT total energy**: -7359.895 eV

Geometry as ORCA input:
```
! wB97M-V def2-TZVPD RIJCOSX def2/J DEFGRID3
* xyz 0 1
O -0.98029 1.82546 -0.14902
C -0.76995 0.60984 0.53887
C -1.16731 -0.65035 -0.25223
C 0.32965 -1.08224 -0.29603
C 1.42422 -0.04012 -0.50529
C 0.64002 0.06713 0.73865
H -0.21878 2.08269 -0.68334
H -1.28168 0.71119 1.49447
H -1.78768 -0.43688 -1.13011
H -1.74036 -1.36327 0.37566
H 0.58932 -2.13547 -0.23640
H 1.35183 0.65299 -1.33200
H 2.47432 -0.29724 -0.27385
H 1.13669 0.05628 1.71064
*
```

=====

Computed, not measured: a 2-piece molecular cluster, C10H16ClN2O4S overall, with ωB97M-V with the def2-TZVPD basis set.

Values from the calculation:
**LUMO level**: 1.468 eV
**HOMO level**: -1.6 eV
**Kohn-Sham gap**: 0.1115 hartree
**DFT total energy**: -45152.154 eV

Geometry as ORCA input:
```
! wB97M-V def2-TZVPD RIJCOSX def2/J DEFGRID3
* xyz -1 1
O 1.06114 0.91978 -4.48491
S 0.36053 -0.32445 -4.39262
O 0.09455 -1.07831 -5.58057
Cl -1.42311 0.04947 -3.50268
C 1.16211 -1.40140 -3.20660
C 2.38665 -0.79960 -2.50242
C 2.25078 -0.72603 -0.96820
C 1.91404 0.67943 -0.42739
C 0.44786 0.88724 -0.15145
C -0.27195 1.95001 -0.72543
C -1.63710 2.03810 -0.42685
N -2.30863 1.22681 0.35377
N -1.57266 0.23538 0.91526
C -0.25925 0.05690 0.67941
H 1.44814 -2.25250 -3.82461
H 0.40322 -1.76357 -2.51592
H 3.23104 -1.44711 -2.73721
H 2.60767 0.19057 -2.89456
H 3.15744 -1.10302 -0.49502
H 1.46011 -1.42054 -0.67470
H 2.50393 0.86218 0.47150
H 2.18945 1.41293 -1.18650
H 0.20736 2.66973 -1.37415
H -2.22715 2.83292 -0.86850
H -2.04833 -0.44345 1.54891
H 0.19860 -0.77420 1.20003
O -1.70244 0.67153 6.22234
C -1.81880 -0.44305 5.55427
C -2.01694 -0.18017 3.91080
O -2.14451 -1.29618 3.20356
H -2.70689 -1.07858 5.78078
H -0.93641 -1.12834 5.56074
H -1.13138 0.45625 3.66545
H -2.87907 0.52129 3.87349
*
```

=====

Computed, not measured: a 2-piece molecular cluster, C10H16 overall at a distorted geometry, with ωB97M-V with the def2-TZVPD basis set.

Values from the calculation:
**LUMO level**: 0.948 eV
**HOMO level**: -8.9 eV
**SMILES**: Cc1ccccc1.CCC
**Kohn-Sham gap**: 0.3618 hartree
**DFT total energy**: -10628.270 eV

Geometry as ORCA input:
```
! wB97M-V def2-TZVPD RIJCOSX def2/J DEFGRID3
* xyz 0 1
C -0.59043 -2.79627 1.76785
C -0.47762 -1.45653 2.48975
C -2.02865 -3.30876 1.82807
H -0.07670 -3.64530 2.26784
H -0.03774 -2.84648 0.82354
H -1.49757 -1.10983 2.76897
H -0.08911 -1.42282 3.50405
H -2.29661 -3.59521 2.86244
H -0.23225 -0.58467 1.88954
H -2.28604 -4.12215 1.13369
H -2.78803 -2.54409 1.66376
C 1.21954 -0.27844 -2.02865
C 0.39088 3.87031 -1.18429
C 1.51617 3.51476 -1.86835
C -0.42319 2.85589 -0.67978
C 1.79027 2.14796 -2.03761
C -0.24850 1.52631 -0.97230
C 0.94568 1.11176 -1.60891
H 0.33261 4.84976 -0.70141
H 2.26307 4.20109 -2.20158
H -1.35760 3.16837 -0.17403
H 2.73390 1.85845 -2.46398
H -0.90990 0.67690 -0.79451
H 1.87649 -0.69253 -1.24156
H 1.91811 -0.45590 -2.85131
H 0.35320 -0.92262 -2.19124
*
```

=====

Computed, not measured: one molecule with the formula C4H5NO2, with ωB97M-V with the def2-TZVPD basis set.

Values from the calculation:
**LUMO level**: 0.820 eV
**HOMO level**: -10.7 eV
**SMILES**: O=C1CCN=CO1
**Kohn-Sham gap**: 0.4233 hartree
**DFT total energy**: -9813.774 eV

Geometry as ORCA input:
```
! wB97M-V def2-TZVPD RIJCOSX def2/J DEFGRID3
* xyz 0 1
O -1.03034 2.34614 -0.12656
C -0.45919 1.29694 -0.08253
C -1.01935 -0.06797 0.33057
C -0.13207 -1.16170 -0.26847
N 1.23273 -0.94661 0.20216
C 1.62113 0.23867 0.04263
O 0.86449 1.25725 -0.49417
H -1.02922 -0.19202 1.42333
H -2.05893 -0.09861 -0.00525
H -0.14770 -1.08976 -1.36375
H -0.44173 -2.17622 -0.00525
H 2.60018 0.59387 0.34731
*
```

=====

Computed, not measured: C11H22BeCl2F4Li2NO7 as an isolated structure at a distorted geometry, with ωB97M-V with the def2-TZVPD basis set.

Values from the calculation:
**LUMO level**: -7.857 eV
**HOMO level**: -9.1 eV
**Kohn-Sham gap**: 0.0459 hartree
**DFT total energy**: -64293.668 eV

Geometry as ORCA input:
```
! wB97M-V def2-TZVPD RIJCOSX def2/J DEFGRID3
* xyz 1 1
O -1.38391 -0.82018 3.28548
C -0.39952 -0.21806 3.38339
N -0.04443 0.60170 4.48060
C 0.24088 1.89423 3.81041
C 1.21354 1.38661 2.70692
C 0.76881 -0.06754 2.42452
C 0.56375 -0.48473 0.98762
F -0.21545 -1.56312 0.91429
F 1.73244 -0.83971 0.47689
C -0.06286 0.59006 0.06564
F -1.32592 0.29429 -0.24652
F 0.68976 0.64693 -1.07847
H -0.87239 0.65401 5.06781
H -0.67502 2.12652 3.24512
H 0.66910 2.67115 4.40865
H 1.37765 2.04827 1.85255
H 2.14604 1.28840 3.25571
H 1.57943 -0.78083 2.77160
H -0.06788 1.59336 0.46457
O 2.84444 -2.77764 3.03089
H 2.42788 -3.08503 2.21720
O 4.39375 0.34055 0.97239
H 4.70865 -0.52757 1.24886
H 3.45759 0.20013 0.81040
Li 2.01128 -4.61924 3.85966
Cl 2.46218 -3.55836 6.47575
Li 0.35973 -2.27337 7.22191
Cl 2.21593 1.31706 5.69241
O 0.16630 0.44518 -6.75429
C -0.35088 0.23166 -5.70696
O -1.05638 1.15074 -5.00680
C -1.46359 0.59860 -3.73818
C -1.42686 -0.90798 -3.92716
C -0.30200 -1.07227 -4.92018
H -0.77355 0.93488 -2.96527
H -2.45799 0.96345 -3.49241
H -1.28337 -1.45583 -2.99730
H -2.36246 -1.25611 -4.37939
H 0.67154 -1.15798 -4.43663
H -0.49143 -1.95331 -5.59463
O 1.91019 4.27123 1.07629
H 1.00260 4.63328 1.00845
H 2.48466 4.84050 1.63403
H 2.30576 4.11644 0.19112
Be -0.80406 -3.52720 -5.75031
C -5.30193 -1.40428 -3.63257
O -4.69182 -2.40899 -4.23118
H -4.70264 -0.83741 -2.87466
H -5.67804 -0.58952 -4.28062
H -6.20946 -1.65294 -3.02761
*
```

=====

Computed, not measured: one molecule with the formula C4H6S2 at a distorted geometry, with ωB97M-V with the def2-TZVPD basis set.

Values from the calculation:
**LUMO level**: 0.778 eV
**HOMO level**: -8.8 eV
**SMILES**: C1S[C@H]1[C@H]1CS1
**Kohn-Sham gap**: 0.3524 hartree
**DFT total energy**: -25913.442 eV

Geometry as ORCA input:
```
! wB97M-V def2-TZVPD RIJCOSX def2/J DEFGRID3
* xyz 0 1
C -1.55531 -0.40347 -0.70670
C -0.40133 -1.02572 -0.00041
C 0.76406 -0.01915 0.50831
C 0.65106 1.41751 0.12081
H -1.39917 0.60231 -0.60075
H -2.53762 -0.99334 -0.58133
H -0.66304 -2.00322 0.36958
H 1.66898 -0.54267 0.46351
H -0.08725 1.80973 -0.52490
H 1.71620 1.73654 -0.01432
S -0.19072 -1.08051 -1.85770
S 0.47515 1.05399 1.94247
*
```

=====

Computed, not measured: C5H8N2 as an isolated structure at a distorted geometry, with ωB97M-V with the def2-TZVPD basis set.

Values from the calculation:
**LUMO level**: 0.863 eV
**HOMO level**: -8.4 eV
**Kohn-Sham gap**: 0.3401 hartree
**DFT total energy**: -8293.103 eV

Geometry as ORCA input:
```
! wB97M-V def2-TZVPD RIJCOSX def2/J DEFGRID3
* xyz 0 1
C -1.00885 -1.67783 -0.89787
C 0.52337 1.45879 -1.07835
C -0.39913 -0.73570 0.06531
C 0.19720 0.48577 -0.00649
N -0.12249 -1.03857 1.42174
N 1.10405 0.96345 2.36888
C 0.56545 0.39754 1.40597
H -0.88215 -1.01862 2.09157
H 1.67453 1.77816 2.15927
H -0.94183 -1.29526 -1.91419
H -2.05650 -1.85111 -0.64417
H -0.49986 -2.64054 -0.83685
H 1.40787 1.14916 -1.63975
H 0.72757 2.46200 -0.69706
H -0.28924 1.56278 -1.79801
*
```

=====

Computed, not measured: an isolated ion of composition C5H11N2 and charge +1 at a distorted geometry, with ωB97M-V with the def2-TZVPD basis set.

Values from the calculation:
**LUMO level**: -3.803 eV
**HOMO level**: -13.1 eV
**Kohn-Sham gap**: 0.3429 hartree
**DFT total energy**: -8332.947 eV

Geometry as ORCA input:
```
! wB97M-V def2-TZVPD RIJCOSX def2/J DEFGRID3
* xyz 1 1
C -1.31178 -0.61619 -0.10017
C -1.33062 1.87583 0.04321
C -0.11639 -1.57015 0.30740
C -1.21312 0.63735 0.60615
C 1.47157 0.26522 0.62294
N 1.93077 1.18735 -0.11865
N 1.34376 -1.09637 -0.02735
H -1.35164 -0.32871 -1.21469
H -2.17884 -1.17792 0.14422
H -1.30824 1.99376 -1.10833
H -1.13345 2.59499 0.69875
H -0.03064 -1.67371 1.35832
H -0.30744 -2.57014 0.04762
H -1.18331 0.58872 1.72554
H 1.77736 2.06391 0.30076
H 1.86396 1.08682 -1.17821
H 2.08220 -1.78182 0.44909
H 1.52556 -1.22338 -0.98899
*
```

=====

Computed, not measured: C4H4N2O2 as an isolated structure at a distorted geometry, with ωB97M-V with the def2-TZVPD basis set.

Values from the calculation:
**LUMO level**: -0.107 eV
**HOMO level**: -9.2 eV
**Kohn-Sham gap**: 0.3329 hartree
**DFT total energy**: -11280.268 eV

Geometry as ORCA input:
```
! wB97M-V def2-TZVPD RIJCOSX def2/J DEFGRID3
* xyz 0 1
C 0.59269 0.96413 -0.08375
C -0.33409 -0.96743 -0.20806
C -1.80958 -0.22685 0.96134
C -0.64515 0.36627 0.20021
H 1.53098 2.66819 0.89358
H 2.67039 -0.12580 -0.71449
H -1.46259 0.09189 2.19044
H -2.80532 0.23729 0.74112
N 1.29804 0.07768 -0.87124
N 0.67479 -1.16029 -0.87297
O 1.48000 2.07824 -0.08013
O -1.55080 -1.59199 0.56518
*
```

=====

Computed, not measured: C34H51N13NdO2Si as an isolated structure at a distorted geometry, with ωB97M-V with the def2-TZVPD basis set.

Values from the calculation:
**LUMO level (spin up / spin down)**: -9.011 / -8.992 eV
**HOMO level (spin up / spin down)**: -14.4 / -14.4 eV
**Expectation value of S²**: 3.753
**Kohn-Sham gap (spin up / spin down)**: 0.1968 / 0.1976 hartree
**DFT total energy**: -82682.533 eV

Geometry as ORCA input:
```
! wB97M-V def2-TZVPD RIJCOSX def2/J DEFGRID3
* xyz 3 4
Nd 16.55791 10.46963 11.83903
C 17.55292 14.77204 9.54088
C 17.71967 13.58043 10.24709
N 16.70513 12.96787 10.89819
C 15.55242 13.68273 11.06227
C 15.44261 14.95232 10.39601
N 16.37847 15.42910 9.59404
C 14.51838 13.14316 11.90775
C 13.28170 13.67697 12.05909
C 12.42210 13.21094 13.06143
C 12.97184 12.37323 14.06044
C 14.17854 11.76696 13.78758
N 14.84386 12.01936 12.66560
C 14.65566 10.61292 14.61931
C 13.96575 10.18675 15.77261
N 14.49774 9.34386 16.63077
C 15.76431 8.95377 16.39327
C 16.42559 9.27461 15.23328
N 15.84319 10.10425 14.33615
C 11.01068 13.61390 13.10612
C 10.01383 12.71088 13.57679
C 8.70154 13.14665 13.55981
N 8.26707 14.26798 13.04753
C 9.18382 15.04848 12.53588
C 10.54045 14.79997 12.54544
H 18.35885 15.21005 8.90119
H 18.64551 13.04060 10.25358
H 14.49612 15.51565 10.45451
H 12.92486 14.31148 11.26142
H 12.45671 12.20814 14.99182
H 12.93951 10.50048 16.01884
H 16.21585 8.32059 17.16778
H 17.35001 8.76828 14.96621
H 10.26784 11.73200 13.93874
H 7.95049 12.44352 13.90209
H 8.82138 15.92829 12.09045
H 11.19410 15.43006 11.94278
N 14.38424 8.83202 11.76518
N 14.56393 7.41039 11.96685
C 15.81802 6.96479 12.25215
N 16.08074 5.66039 12.50965
N 16.80361 7.85319 12.09317
N 18.06468 7.40537 12.44916
O 18.58963 11.08237 12.17923
O 18.46696 6.41520 11.80992
H 13.72604 9.18155 12.43580
H 13.92542 8.91220 10.85829
H 13.77965 7.01324 12.44605
H 15.36591 5.07185 12.90858
H 17.05998 5.50182 12.75815
C 19.99261 13.41203 13.45725
Si 19.95080 11.57330 12.96094
C 20.29265 10.81248 14.72324
C 21.56058 11.42024 15.30687
C 20.38712 9.28387 14.66912
C 19.10383 11.20387 15.59633
C 21.54801 11.17990 11.96829
C 22.62964 12.21598 12.25546
C 21.25503 11.33612 10.46183
C 22.14937 9.76354 12.13577
H 20.97145 13.57648 13.83018
H 19.22929 13.76240 14.16827
H 19.88255 13.99636 12.53012
H 22.38740 11.33957 14.59283
H 21.85636 10.83709 16.17222
H 21.39875 12.43694 15.59915
H 21.41359 8.98451 14.85011
H 20.06390 8.89250 13.69125
H 19.80324 8.76136 15.45563
H 19.19993 12.23718 15.91987
H 19.03087 10.57856 16.46153
H 18.15974 11.11207 15.03794
H 22.20802 13.26022 12.30809
H 23.34498 12.09648 11.41010
H 23.16624 12.05455 13.19535
H 21.08526 12.40028 10.15784
H 20.35006 10.77886 10.18794
H 22.07197 10.97893 9.83364
H 22.68270 9.75892 13.10058
H 22.89227 9.63610 11.35168
H 21.44446 8.95756 11.99258
C 15.60040 8.66441 6.75229
C 15.84495 8.65222 8.26705
N 16.11931 10.03014 8.81189
C 17.15507 10.63328 7.90621
C 16.54546 10.86490 6.46110
N 15.30253 10.06604 6.32844
C 14.22611 10.62516 7.19888
C 14.85258 10.82092 8.63579
H 14.73440 8.09564 6.48887
H 16.46539 8.35580 6.13319
H 16.71276 8.00462 8.51396
H 14.99192 8.17213 8.77513
H 17.99606 9.95997 7.72172
H 17.62865 11.56402 8.27627
H 17.24500 10.49646 5.65930
H 16.36217 11.90350 6.28848
H 14.93635 10.07013 5.36162
H 13.38423 9.92509 7.24658
H 13.89146 11.57772 6.78481
H 14.15980 10.49759 9.42385
H 15.08748 11.86291 8.78442
*
```

=====

Computed, not measured: a 2-piece molecular cluster, C6H2Cl6O overall at a distorted geometry, with ωB97M-V with the def2-TZVPD basis set.

Values from the calculation:
**LUMO level**: 0.138 eV
**HOMO level**: -9.4 eV
**SMILES**: Clc1c(Cl)c(Cl)c(Cl)c(Cl)c1Cl.O
**Kohn-Sham gap**: 0.3497 hartree
**DFT total energy**: -83436.326 eV

Geometry as ORCA input:
```
! wB97M-V def2-TZVPD RIJCOSX def2/J DEFGRID3
* xyz 0 1
Cl -0.80567 1.12714 2.91424
Cl -1.01721 3.10842 0.61056
Cl -0.65354 -1.80805 2.61201
Cl -0.74561 2.07248 -2.35420
Cl -0.59720 -3.08436 -0.36947
Cl -0.62473 -1.16222 -2.84288
C -0.74399 0.52089 1.34089
C -0.83741 1.41495 0.29925
C -0.72958 -0.87554 1.17455
C -0.84885 0.93531 -1.03841
C -0.76815 -1.40079 -0.13226
C -0.81052 -0.48756 -1.21450
O 2.80192 -0.42529 -0.36221
H 2.96643 0.15243 0.41716
H 3.41412 -0.08783 -1.05474
*
```

=====

Computed, not measured: C20H28BO4 as an isolated structure at a distorted geometry, with ωB97M-V with the def2-TZVPD basis set.

Values from the calculation:
**LUMO level**: -6.179 eV
**HOMO level**: -10.3 eV
**Kohn-Sham gap**: 0.1499 hartree
**DFT total energy**: -30051.852 eV

Geometry as ORCA input:
```
! wB97M-V def2-TZVPD RIJCOSX def2/J DEFGRID3
* xyz 1 1
C -1.24636 -3.80264 -0.60663
O -0.65211 -2.56285 -0.12759
C -0.27998 -1.60562 -0.98287
C 0.91806 -1.96496 -1.70009
C 0.91610 -1.79872 -3.10473
C 1.96965 -2.29765 -3.85604
C 3.07449 -2.87381 -3.22022
C 4.33757 -3.11556 -3.98637
C 3.00421 -3.18550 -1.85180
C 1.97426 -2.68077 -1.07671
H -1.12250 -4.49773 0.23501
H -2.31694 -3.65421 -0.83283
H -0.71819 -4.19425 -1.49100
H -1.07872 -1.19318 -1.59848
H 0.05471 -1.32522 -3.57878
H 1.96821 -2.21536 -4.94551
H 5.08189 -3.59701 -3.34376
H 4.16434 -3.75374 -4.86292
H 4.74399 -2.15529 -4.34025
H 3.79677 -3.79111 -1.40480
H 1.91901 -2.86684 -0.00143
C -0.21612 5.84174 4.09324
C -0.40614 5.23158 2.79185
C -0.69344 5.76774 1.55654
C -0.99650 4.66327 0.70960
C -0.86047 3.48195 1.44784
B -1.52160 2.07945 1.60923
O -2.52093 1.59757 0.80682
C -1.76911 0.43299 0.37823
C -2.85109 -0.59741 0.11664
C -0.95486 0.92949 -0.86047
C -0.79688 0.06875 1.64414
C -1.25475 -1.07614 2.52663
C 0.69979 -0.10171 1.37972
O -0.89856 1.23561 2.49035
O -0.45980 3.86591 2.74190
H -0.40619 6.91791 4.02636
H -0.90330 5.40837 4.82914
H 0.80444 5.69513 4.46233
H -0.74818 6.82893 1.31900
H -1.24998 4.71705 -0.34293
H -2.56284 -1.57840 0.49171
H -3.78384 -0.30856 0.61891
H -3.05720 -0.68011 -0.95512
H 0.02641 0.43180 -0.95864
H -1.55494 0.75191 -1.76031
H -0.76776 2.01729 -0.80554
H -1.06060 -2.04320 2.06028
H -0.67734 -1.02925 3.45694
H -2.31586 -0.99442 2.78103
H 0.93402 -1.12352 1.06325
H 1.08527 0.60463 0.63625
H 1.22989 0.09568 2.32288
*
```